11 unconnected molecules or ions with the total composition C60H117Br2N16 in a non-equilibrium geometry, computed with ωB97M-V/def2-TZVPD.

The total charge is +7. As for the spin multiplicity: 1. Its relative energy (zero: lowest compared OMol25 entry of this formula, charge and spin) is 0.000 eV.

Element x y z (Å)
1 Br -19.486 -14.392 1.503
2 Br -27.186 -11.813 3.225
3 N -23.495 -21.403 10.912
4 N -17.482 -13.549 6.169
5 N -23.866 -20.220 9.148
6 N -25.076 -7.254 -1.651
7 N -32.485 -12.410 0.233
8 N -24.148 -15.056 5.078
9 N -23.556 -8.764 -1.462
10 N -22.219 -17.636 -1.565
11 N -31.143 -13.508 1.502
12 N -18.516 -15.350 5.548
13 N -26.756 -16.873 -6.019
14 N -22.081 -10.196 4.350
15 N -20.505 -18.297 -0.450
16 N -29.853 -14.870 10.720
17 N -23.807 -14.225 3.113
18 N -23.746 -9.068 3.587
19 C -29.051 -14.134 8.539
20 C -26.221 -15.600 -6.716
21 C -30.444 -14.344 12.026
22 C -22.748 -15.051 3.378
23 C -22.031 -18.977 -1.827
24 C -24.758 -15.288 6.394
25 C -19.049 -16.391 4.677
26 C -23.444 -19.030 7.011
27 C -27.871 -14.938 -5.109
28 C -27.843 -14.639 9.354
29 C -30.628 -14.535 2.425
30 C -25.107 -8.656 3.264
31 C -23.403 -22.254 9.831
32 C -24.303 -19.107 8.280
33 C -23.926 -7.563 -1.053
34 C -21.270 -11.278 4.887
35 C -19.324 -18.381 0.413
36 C -27.261 -14.541 -6.453
37 C -25.185 -14.176 1.105
38 C -20.308 -11.888 3.868
39 C -18.304 -15.449 6.914
40 C -30.528 -12.309 1.233
41 C -22.623 -8.276 3.429
42 C -22.361 -10.640 -0.228
43 C -28.041 -16.433 -5.337
44 C -30.584 -13.188 14.876
45 C -23.393 -10.210 4.135
46 C -27.026 -18.042 -6.978
47 C -23.394 -16.946 -2.086
48 C -24.648 -14.252 4.145
49 C -33.725 -12.040 -0.488
50 C -16.753 -12.285 6.081
51 C -17.644 -14.335 7.288
52 C -22.951 -15.579 4.612
53 C -17.952 -16.959 3.790
54 C -25.749 -18.640 -7.544
55 C -24.859 -20.482 -9.015
56 C -25.470 -8.326 -2.391
57 C -23.273 -21.818 12.301
58 C -17.985 -14.212 5.133
59 C -21.296 -17.252 -0.664
60 C -30.380 -16.252 10.471
61 C -26.100 -19.697 -8.613
62 C -21.592 -8.989 3.906
63 C -29.551 -15.389 1.810
64 C -22.275 -9.395 -1.103
65 C -30.809 -14.653 14.492
66 C -28.357 -14.864 10.785
67 C -30.192 -13.992 9.544
68 C -18.138 -17.596 -0.082
69 C -24.498 -9.268 -2.318
70 C -24.051 -13.503 1.850
71 C -25.847 -6.012 -1.431
72 C -31.412 -11.600 0.484
73 C -23.720 -20.181 10.478
74 C -25.828 -17.291 -4.915
75 C -29.953 -15.049 13.282
76 C -32.325 -13.544 0.896
77 C -21.000 -19.399 -1.097
78 C -23.689 -21.517 8.736
79 H -25.782 -16.521 -4.148
80 H -20.676 -10.837 5.693
81 H -17.297 -14.048 8.267
82 H -26.850 -6.150 -1.820
83 H -22.986 -11.419 -0.676
84 H -17.106 -17.334 4.362
85 H -31.065 -12.536 14.143
86 H -24.301 -17.443 -1.738
87 H -26.882 -20.347 -8.210
88 H -33.596 -12.342 -1.526
89 H -19.529 -17.187 5.247
90 H -29.526 -12.972 15.010
91 H -15.828 -12.397 5.518
92 H -34.579 -12.558 -0.067
93 H -21.932 -15.246 2.673
94 H -25.852 -5.757 -0.378
95 H -26.070 -14.140 1.744
96 H -19.959 -12.854 4.236
97 H -27.567 -18.781 -6.388
98 H -30.104 -16.555 9.464
99 H -31.528 -14.353 11.927
100 H -26.252 -18.204 -4.502
101 H -26.338 -8.272 -3.025
102 H -17.379 -11.514 5.643
103 H -26.509 -19.210 -9.500
104 H -20.788 -12.085 2.909
105 H -22.387 -19.094 7.258
106 H -29.956 -16.125 13.088
107 H -24.096 -10.955 4.475
108 H -22.237 -22.129 12.435
109 H -25.206 -19.178 -6.765
110 H -21.384 -11.119 -0.152
111 H -24.946 -15.220 0.893
112 H -20.608 -20.383 -0.912
113 H -26.003 -15.843 -7.751
114 H -22.751 -10.492 0.783
115 H -23.300 -17.000 -3.167
116 H -23.595 -18.061 6.534
117 H -23.814 -19.791 6.329
118 H -22.661 -7.353 2.881
119 H -25.384 -5.230 -2.031
120 H -18.637 -16.305 7.471
121 H -31.460 -15.177 2.717
122 H -30.555 -15.287 15.343
123 H -19.438 -11.247 3.740
124 H -18.004 -13.846 4.114
125 H -30.257 -12.991 9.972
126 H -28.749 -14.824 1.343
127 H -25.025 -21.060 -9.922
128 H -18.375 -17.704 3.122
129 H -22.346 -16.242 5.202
130 H -17.240 -17.585 0.530
131 H -33.824 -10.960 -0.449
132 H -23.255 -23.307 10.001
133 H -21.611 -8.627 -0.715
134 H -30.013 -16.929 11.232
135 H -24.063 -14.870 7.126
136 H -31.110 -12.973 15.805
137 H -19.580 -18.160 1.447
138 H -26.761 -13.573 -6.379
139 H -24.950 -16.321 6.664
140 H -29.114 -15.958 2.640
141 H -23.459 -20.989 12.976
142 H -27.017 -13.932 9.383
143 H -25.580 -13.693 4.215
144 H -23.360 -6.891 -0.432
145 H -29.596 -12.096 1.745
146 H -24.463 -10.249 -2.749
147 H -18.383 -16.542 -0.233
148 H -24.442 -21.149 -8.261
149 H -29.366 -14.805 7.741
150 H -27.651 -17.561 -7.729
151 H -25.195 -7.574 3.246
152 H -17.615 -16.137 3.154
153 H -23.893 -22.676 12.545
154 H -21.862 -12.036 5.396
155 H -33.042 -14.344 0.971
156 H -31.329 -10.587 0.132
157 H -31.852 -14.897 14.275
158 H -25.345 -19.293 8.021
159 H -25.275 -15.398 -6.218
160 H -19.041 -19.434 0.393
161 H -30.360 -13.980 3.323
162 H -25.156 -17.851 -8.010
163 H -20.535 -8.792 3.960
164 H -27.296 -14.653 -4.228
165 H -28.902 -16.641 -5.968
166 H -24.232 -18.195 8.870
167 H -24.225 -12.457 2.093
168 H -17.828 -17.968 -1.062
169 H -28.039 -14.438 -7.206
170 H -25.680 -14.727 6.524
171 H -21.122 -16.260 -0.242
172 H -24.836 -17.433 -5.332
173 H -21.815 -9.718 -2.039
174 H -28.128 -17.037 -4.435
175 H -19.829 -15.989 4.024
176 H -25.322 -8.991 2.246
177 H -27.462 -15.570 8.927
178 H -23.471 -15.938 -1.686
179 H -29.959 -16.191 1.196
180 H -28.848 -14.470 -4.980
181 H -16.438 -11.992 7.080
182 H -24.076 -19.761 -9.273
183 H -28.769 -13.188 8.080
184 H -23.737 -21.839 7.711
185 H -25.442 -13.632 0.197
186 H -22.716 -19.513 -2.460
187 H -31.463 -16.193 10.548
188 H -23.136 -13.562 1.257
189 H -28.919 -14.776 13.511
190 H -28.073 -14.033 11.430
191 H -30.084 -13.312 12.036
192 H -25.846 -9.127 3.904
193 H -31.175 -14.238 9.151
194 H -23.726 -19.280 11.068
195 H -27.942 -15.758 11.241

Atoms 1-3, force components in eV/Å:
-0.6 -0.2 0.2
0.4 -0.3 0.1
0.6 -0.3 0.2

Atomic partial charges in e from the Löwdin method, atoms 1 to 6: -0.233, -0.314, -0.075, -0.067, -0.055, -0.072

---

9 unconnected molecules or ions with the total composition C60H126Cl6N6O6 in a non-equilibrium geometry, computed with ωB97M-V/def2-TZVPD.

The total charge is 0. As for the spin multiplicity: 1.

Element x y z (Å)
1 Cl 13.250 11.124 15.247
2 Cl 13.594 20.503 17.772
3 Cl 18.697 13.709 15.584
4 Cl 14.660 15.190 15.586
5 Cl 18.926 15.590 12.801
6 Cl 16.206 18.987 16.615
7 O 15.200 13.289 21.506
8 O 13.880 19.392 10.450
9 O 17.240 7.524 18.628
10 O 7.755 11.155 18.320
11 O 18.519 10.309 11.036
12 O 9.953 10.690 13.321
13 N 17.524 8.965 18.763
14 N 9.004 10.581 18.515
15 N 17.637 11.329 11.349
16 N 13.305 18.629 11.496
17 N 9.653 11.500 12.189
18 N 14.944 14.663 21.356
19 C 11.390 10.871 18.705
20 C 15.066 19.738 15.480
21 C 18.601 12.809 9.624
22 C 16.284 9.670 18.823
23 C 11.894 19.008 11.902
24 C 13.195 16.496 10.120
25 C 12.071 11.146 11.645
26 C 15.697 12.073 12.692
27 C 15.255 9.083 19.934
28 C 9.845 12.574 19.713
29 C 10.590 11.097 11.105
30 C 9.399 13.721 11.311
31 C 10.430 13.469 10.281
32 C 13.696 13.800 15.099
33 C 16.577 10.834 12.285
34 C 15.577 9.600 17.462
35 C 14.360 16.463 19.861
36 C 18.054 8.455 21.185
37 C 16.610 11.372 9.093
38 C 13.753 17.227 11.391
39 C 13.688 14.058 19.228
40 C 11.548 18.109 13.112
41 C 17.832 15.891 14.135
42 C 14.628 15.028 23.711
43 C 16.000 14.901 19.066
44 C 10.116 11.611 18.487
45 C 16.599 11.209 19.093
46 C 13.899 15.043 22.366
47 C 14.221 12.537 15.675
48 C 11.879 16.633 13.041
49 C 18.451 15.465 15.411
50 C 10.264 12.454 17.224
51 C 10.378 12.027 9.917
52 C 15.674 9.796 11.662
53 C 15.254 12.925 11.450
54 C 10.815 19.094 10.749
55 C 10.207 9.695 10.613
56 C 17.428 11.314 20.339
57 C 14.726 14.951 19.894
58 C 11.556 9.649 17.825
59 C 7.944 8.457 18.042
60 C 13.076 16.851 20.732
61 C 12.626 14.150 22.406
62 C 17.317 12.128 10.214
63 C 16.464 13.336 10.721
64 C 18.677 10.604 20.185
65 C 13.543 16.531 22.146
66 C 8.233 13.165 13.398
67 C 10.442 8.698 18.054
68 C 13.699 19.644 16.152
69 C 11.950 20.436 12.457
70 C 9.545 12.920 12.626
71 C 10.635 13.494 13.544
72 C 9.010 9.509 16.158
73 C 15.296 17.191 11.315
74 C 9.056 9.365 17.661
75 C 19.805 8.525 19.465
76 C 17.274 10.387 13.577
77 C 13.365 16.523 12.704
78 C 18.479 9.147 19.915
79 H 11.381 16.128 12.228
80 H 12.100 16.533 9.956
81 H 20.525 8.848 20.220
82 H 16.529 12.022 8.234
83 H 11.542 9.907 16.756
84 H 12.914 13.135 22.090
85 H 7.356 13.013 12.754
86 H 9.398 13.004 16.886
87 H 12.706 20.525 13.242
88 H 12.670 13.961 15.438
89 H 12.996 20.011 15.407
90 H 13.570 15.467 12.579
91 H 18.396 13.357 8.702
92 H 11.121 13.137 17.342
93 H 14.172 16.782 18.849
94 H 15.251 8.590 17.235
95 H 16.239 12.636 13.455
96 H 11.300 19.552 9.921
97 H 10.075 19.785 11.109
98 H 13.693 16.923 9.263
99 H 10.214 14.138 9.413
100 H 10.534 11.885 16.356
101 H 15.361 20.773 15.221
102 H 9.383 11.776 9.418
103 H 12.623 9.227 17.927
104 H 9.078 9.724 10.599
105 H 12.172 10.685 12.588
106 H 12.211 11.591 18.517
107 H 10.714 9.560 9.646
108 H 10.426 14.505 13.878
109 H 14.338 9.665 19.903
110 H 15.201 16.999 20.249
111 H 17.547 9.088 21.934
112 H 16.306 13.876 18.941
113 H 7.820 8.390 19.120
114 H 17.157 11.605 18.219
115 H 15.575 9.150 20.964
116 H 17.963 9.559 10.757
117 H 17.711 7.287 17.813
118 H 11.138 11.667 9.124
119 H 10.397 8.390 19.099
120 H 14.086 13.046 19.172
121 H 10.683 8.915 11.248
122 H 14.601 12.304 10.867
123 H 15.711 11.851 19.222
124 H 14.945 9.380 12.361
125 H 12.063 21.104 11.602
126 H 17.521 7.536 21.024
127 H 15.577 11.094 9.378
128 H 17.799 11.231 14.016
129 H 12.696 14.074 19.646
130 H 11.005 20.734 12.912
131 H 18.975 8.212 21.715
132 H 15.707 17.237 12.319
133 H 12.686 10.519 10.951
134 H 16.955 15.301 13.970
135 H 14.103 15.646 24.420
136 H 16.064 13.247 21.926
137 H 9.006 8.488 15.789
138 H 10.633 13.310 19.781
139 H 9.623 12.047 20.643
140 H 15.197 8.004 19.760
141 H 14.654 13.783 11.814
142 H 8.091 7.477 17.663
143 H 12.151 18.513 13.922
144 H 7.064 8.892 17.582
145 H 18.940 13.522 10.384
146 H 10.426 18.089 10.530
147 H 13.363 18.633 16.359
148 H 15.636 15.394 23.662
149 H 11.602 13.472 13.079
150 H 11.422 13.797 10.612
151 H 15.667 17.966 10.621
152 H 11.474 10.596 19.758
153 H 14.932 19.162 14.542
154 H 19.315 12.023 9.377
155 H 16.801 11.002 21.169
156 H 16.163 13.980 9.843
157 H 7.732 11.328 17.360
158 H 13.514 15.461 10.131
159 H 12.620 12.105 11.711
160 H 8.223 14.270 13.594
161 H 9.824 10.096 15.666
162 H 13.678 13.748 14.006
163 H 9.189 14.790 11.356
164 H 15.775 15.161 18.069
165 H 14.492 17.028 22.479
166 H 20.143 8.994 18.522
167 H 11.587 16.046 13.885
168 H 16.231 9.954 16.696
169 H 19.762 7.451 19.437
170 H 14.777 11.624 13.148
171 H 17.045 13.943 11.437
172 H 19.456 15.852 15.591
173 H 8.954 13.128 19.486
174 H 19.121 10.974 19.250
175 H 15.640 16.201 10.940
176 H 13.511 14.371 18.201
177 H 8.472 13.385 10.854
178 H 13.854 16.977 13.546
179 H 12.286 14.153 23.446
180 H 17.586 12.389 20.606
181 H 10.740 12.870 14.452
182 H 16.330 9.023 11.297
183 H 14.716 10.273 17.434
184 H 13.361 19.071 9.659
185 H 15.160 10.274 10.838
186 H 15.198 12.300 15.353
187 H 17.951 9.562 13.438
188 H 16.811 15.509 19.494
189 H 16.480 10.112 14.266
190 H 17.518 16.960 14.254
191 H 10.629 7.793 17.497
192 H 14.163 12.625 16.777
193 H 8.149 12.573 14.317
194 H 14.784 14.018 24.160
195 H 19.350 10.721 20.997
196 H 9.090 10.305 13.532
197 H 8.002 9.911 15.935
198 H 17.910 15.942 16.235
199 H 12.894 17.908 20.589
200 H 10.485 18.151 13.436
201 H 12.193 16.250 20.473
202 H 12.772 16.742 22.904
203 H 17.143 10.466 8.788
204 H 11.760 14.558 21.812

Atoms 1-3, force components in eV/Å:
-0.5 -0.1 -0.4
-0.1 -0.3 -1.2
-0.6 0.0 0.1

Atomic partial charges in e from the Löwdin method, atoms 1 to 6: 0.717, 0.495, 0.560, 0.697, 0.611, 0.544

---

| no. | E_tot (eV) | orbital gap (eV) |
| --- | --- | --- |
| 1 | -227978.0918 | 7.85 |
| 2 | -160616.1943 | 8.68 |